The following is a quantum chemistry calculation of a structure of composition C30H30IrNO4S4 at a distorted geometry, from OMol25.

Geometry as XYZ:
```
70
Properties=species:S:1:pos:R:3:forces:R:3:lowdin_charge:R:1
Ir 0.6966 0.2008 -0.1542 0.67 1.29 -0.77 1.10
C -1.3162 3.0835 1.7183 -0.03 0.08 0.06 -0.01
C -0.7600 1.7053 1.6840 -0.23 -0.07 0.17 -0.28
C -1.5367 0.5812 1.5963 -0.24 0.29 0.15 -0.04
C -0.9465 -0.7011 1.5572 0.33 -0.38 -0.14 -0.05
C 0.4132 -0.9209 1.8211 -0.12 0.20 0.24 -0.15
C 1.2402 0.2285 1.9340 -0.40 0.22 0.15 -0.25
C 0.6649 1.5089 1.6747 0.34 -0.33 -0.17 -0.13
H -2.2706 3.1343 1.1984 0.01 0.00 0.03 0.10
H -0.6230 3.7988 1.2727 -0.04 -0.01 0.00 0.10
H -1.4768 3.3879 2.7577 0.03 0.01 -0.04 0.11
H -2.6099 0.6610 1.4943 0.01 0.04 0.01 0.14
H -1.5867 -1.5591 1.3875 0.07 0.01 -0.06 0.14
H 0.8294 -1.9111 1.9292 -0.08 -0.04 0.04 0.13
H 2.2826 0.1511 2.2059 0.03 -0.05 0.00 0.10
H 1.2945 2.3889 1.7373 0.10 -0.07 -0.02 0.14
O -1.1860 1.5827 -0.9176 -0.56 -0.72 0.17 -0.58
S -1.2863 2.4219 -2.1729 0.42 0.03 -0.05 1.08
C -1.7056 1.3677 -3.5813 -0.08 -0.07 0.05 -0.30
C -0.6443 0.3451 -3.9739 0.03 0.10 -0.12 -0.23
C -1.2438 -0.9348 -4.5462 -0.09 0.01 -0.01 -0.20
C -1.8583 -1.8095 -3.4698 -0.07 -0.04 0.00 -0.30
S -0.7145 -2.5277 -2.2627 -0.25 -0.18 0.22 1.07
O -0.1501 -1.4059 -1.4097 0.42 0.16 -0.31 -0.67
C 0.5066 -3.1535 -3.3837 0.09 -0.03 0.06 -0.40
C 1.6651 -2.4602 -3.6846 0.01 -0.05 -0.07 -0.07
C 2.5415 -3.0076 -4.6131 -0.10 -0.01 0.08 -0.04
C 2.2553 -4.2248 -5.2153 0.06 0.01 -0.03 -0.04
C 1.0955 -4.9142 -4.8913 -0.04 -0.06 -0.02 -0.04
C 0.2139 -4.3832 -3.9645 -0.05 0.00 0.09 -0.07
C 0.4346 2.6455 -2.5369 -0.13 0.03 0.02 -0.41
C 0.7779 3.3516 -3.6207 -0.09 0.26 -0.03 -0.05
C 2.1546 3.7392 -3.8198 0.17 -0.03 -0.19 -0.03
C 3.1175 3.2372 -3.0531 0.15 0.26 0.08 -0.05
C 2.8410 2.2094 -1.9875 0.03 0.27 0.07 -0.24
C 1.3865 2.1640 -1.5551 -0.20 -1.93 0.08 -0.11
H -1.9331 2.0502 -4.4054 -0.04 0.03 0.10 0.11
H -2.6575 0.9288 -3.2686 0.02 -0.05 -0.04 0.10
H -0.0379 0.0914 -3.1071 0.07 0.04 0.04 0.06
H 0.0288 0.7943 -4.7025 0.00 -0.01 -0.03 0.12
H -0.4717 -1.4944 -5.0748 -0.02 0.00 -0.01 0.11
H -2.0142 -0.7085 -5.2886 0.00 0.02 0.03 0.13
H -2.3583 -2.6893 -3.8884 0.05 0.04 0.02 0.11
H -2.5965 -1.2910 -2.8508 0.03 -0.01 -0.03 0.10
H 1.8598 -1.5086 -3.2058 0.01 0.03 -0.05 0.09
H 3.4435 -2.4813 -4.8781 0.09 0.08 -0.04 0.09
H 2.9427 -4.6418 -5.9409 -0.03 0.02 0.03 0.12
H 0.8813 -5.8698 -5.3529 0.00 0.04 0.02 0.12
H -0.6859 -4.9258 -3.6912 0.05 0.03 -0.01 0.12
H 0.0179 3.7355 -4.2937 0.04 -0.02 0.02 0.13
H 2.3935 4.4538 -4.5971 -0.01 -0.02 0.03 0.13
H 4.1511 3.5214 -3.2028 -0.13 0.08 0.12 0.12
H 3.4384 2.4662 -1.1086 0.07 -0.21 0.07 0.16
H 1.1818 2.3095 -0.5126 0.18 1.35 0.05 0.04
O 5.2607 1.7641 -4.1971 -0.04 -0.02 -0.03 -0.21
S 4.2775 0.7507 -4.0519 -0.05 0.06 0.04 0.77
O 3.2383 0.5464 -5.0023 0.03 0.01 -0.01 -0.22
N 3.4553 0.9186 -2.4768 -0.26 0.04 -0.45 -0.07
C 3.6216 -0.1386 -1.7299 0.08 0.12 0.14 -0.60
S 2.9395 -0.3488 -0.2027 -0.38 -0.75 0.23 0.89
C 4.5674 -1.1146 -2.2851 0.02 0.01 -0.01 -0.23
C 5.0284 -2.2817 -1.7006 0.01 -0.08 0.04 0.01
C 5.9703 -3.0319 -2.3941 0.01 -0.03 0.02 -0.01
C 6.4278 -2.6327 -3.6460 0.01 -0.05 -0.01 -0.01
C 5.9498 -1.4723 -4.2490 0.02 0.01 -0.08 -0.01
C 5.0207 -0.7449 -3.5403 0.05 0.01 0.02 -0.24
H 4.6733 -2.5938 -0.7276 0.00 -0.01 -0.01 0.11
H 6.3585 -3.9398 -1.9511 -0.01 0.03 -0.02 0.13
H 7.1667 -3.2318 -4.1619 -0.01 0.01 0.02 0.13
H 6.2984 -1.1568 -5.2251 -0.01 -0.01 0.05 0.14
```
Positions in Å, forces in eV/Å.

Results
E_tot ... -87437.96785 eV
LUMO (alpha / beta) ... -7.123 / -7.158 eV
Charge ... +2
Multiplicity ... 1
HOMO-LUMO gap (alpha / beta) ... 6.21 / 6.14 eV
Energy relative to the best compared isomer or geometry (same formula, charge and spin) ... 319.8 kJ/mol
E_HOMO (alpha / beta) ... -13.33 / -13.30 eV


The following is a quantum chemistry calculation of a structure of composition C22H15Cl3FN2O2Ru, from OMol25.

Geometry as XYZ:
```
46
Properties=species:S:1:pos:R:3:forces:R:3:lowdin_charge:R:1
Ru -0.7048 0.0446 -0.6840 0.03 0.22 -0.23 1.13
Cl 3.2869 -1.9875 -6.2854 0.00 0.00 -0.01 0.65
C 2.6279 -1.2112 -4.8765 0.01 0.01 0.01 -0.68
C 1.3098 -1.4263 -4.5288 0.00 0.01 0.00 -0.14
C 0.8330 -0.7934 -3.3974 0.02 0.04 0.04 -0.52
Cl -0.8417 -1.0583 -2.9173 0.00 0.02 0.03 0.79
C 1.5790 0.0574 -2.5625 -0.09 0.03 -0.09 -0.49
O 1.1041 0.6387 -1.5091 0.14 -0.13 0.16 -0.22
C 2.9209 0.2290 -2.9826 -0.01 0.02 0.02 -0.59
Cl 3.9364 1.2497 -2.0260 0.00 0.00 0.00 0.71
C 3.4348 -0.3839 -4.1056 -0.01 -0.01 -0.01 -0.13
H 0.6716 -2.0680 -5.1197 0.00 0.00 0.00 0.11
H 4.4673 -0.2202 -4.3792 0.00 0.00 0.00 0.11
O -0.2361 1.2351 0.8346 0.01 0.02 0.03 -0.19
C 0.1340 0.8938 2.0388 -0.03 -0.03 -0.04 -0.33
C 0.0542 1.8832 3.0436 0.01 -0.03 0.04 -0.01
C 0.3925 1.6142 4.3482 -0.02 0.05 -0.03 -0.08
C 0.8235 0.3408 4.7258 0.02 -0.06 0.02 -0.10
C 0.9330 -0.6319 3.7589 0.00 0.02 0.02 -0.05
C 0.6177 -0.3799 2.4167 -0.02 0.05 -0.01 -0.08
C 0.8458 -1.4151 1.4214 0.01 0.00 0.02 -0.24
N 0.3687 -1.4714 0.1896 -0.09 -0.10 -0.11 -0.02
C 0.8498 -2.6220 -0.3988 -0.01 -0.01 0.02 -0.11
C 1.6327 -3.2749 0.4912 0.02 0.00 -0.02 -0.06
N 1.6217 -2.5044 1.6310 -0.01 0.00 0.01 0.12
H -0.2834 2.8652 2.7388 0.00 0.00 0.00 0.12
H 0.3145 2.3985 5.0910 0.00 0.00 0.00 0.10
H 1.0660 0.1204 5.7559 0.00 0.00 0.00 0.10
H 1.2544 -1.6241 4.0566 0.00 0.00 0.00 0.10
H 0.6014 -2.8921 -1.4091 -0.01 0.00 0.00 0.09
H 2.1890 -4.1910 0.4170 0.00 0.00 0.00 0.11
H 2.1609 -2.6705 2.4611 0.00 0.00 0.00 0.15
F -2.9080 4.5168 0.6826 0.00 0.00 0.00 0.07
C -2.8951 3.1973 0.4216 0.00 0.00 -0.03 -0.27
C -2.6922 2.7656 -0.8561 0.00 0.05 0.03 0.01
C -2.6795 1.3811 -1.0976 0.06 -0.09 -0.04 -0.12
C -2.8534 0.4622 -0.0334 -0.01 -0.15 -0.04 -0.39
C -2.5304 -0.9235 -0.2822 0.02 -0.06 0.15 -0.18
C -3.0755 0.9757 1.2725 0.00 0.08 -0.01 -0.03
C -3.1124 2.3201 1.4941 0.01 -0.03 0.01 0.00
H -2.5578 3.4805 -1.6556 0.01 0.00 0.00 0.13
H -2.6651 1.0243 -2.1219 -0.07 0.03 0.00 0.09
H -2.9275 -1.3501 -1.2005 0.03 -0.03 0.00 0.04
H -2.6013 -1.6051 0.5596 -0.01 0.06 0.05 0.07
H -3.1903 0.2827 2.0960 -0.01 0.00 0.00 0.13
H -3.2770 2.7278 2.4825 0.00 0.01 0.00 0.13
```
Positions in Å, forces in eV/Å.

Results
E_tot ... -72999.65056 eV
LUMO (alpha / beta) ... 0.326 / -0.946 eV
Multiplicity ... 2
HOMO-LUMO gap (alpha / beta) ... 7.85 / 6.59 eV
Energy relative to the best compared isomer or geometry (same formula, charge and spin) ... 23.5 kJ/mol
E_HOMO (alpha / beta) ... -7.52 / -7.54 eV


The following is a quantum chemistry calculation of a cluster of 2 separate species, C5H6ClN3 in total at a distorted geometry, from OMol25.

Geometry as XYZ:
```
15
Properties=species:S:1:pos:R:3:forces:R:3:lowdin_charge:R:1
C -1.1869 1.2975 0.6608 -0.42 2.18 -0.32 -0.11
C -0.6187 -0.9741 0.1866 0.25 -0.31 0.52 -0.10
C -1.7797 1.3520 -0.6044 -0.27 1.22 2.19 -0.16
C -1.3299 -0.8030 -1.0268 2.66 -3.03 2.34 -0.18
C -0.4498 0.2028 0.9724 0.23 -2.92 -0.02 -0.68
N -1.7890 0.3272 -1.4049 -1.84 1.53 -2.74 0.05
N 2.8647 -0.6151 -0.0785 5.26 2.93 6.32 -0.21
N 2.2319 -1.1156 -0.9987 -2.31 -2.32 -4.11 -0.01
Cl 0.6628 0.1330 2.3113 -0.37 0.21 0.20 0.66
H -1.3272 2.2215 1.2606 0.70 -0.96 -0.12 0.12
H -0.2260 -2.0381 0.4715 -0.50 2.51 -0.51 0.14
H -2.2723 2.3474 -0.7517 0.23 -1.26 -0.95 0.12
H -1.2685 -1.7370 -1.6106 -0.79 0.89 -0.49 0.12
H 3.9162 -0.9230 0.2844 -3.35 0.80 -1.57 0.17
H 2.5722 0.3244 0.3280 0.51 -1.48 -0.74 0.08
```
Positions in Å, forces in eV/Å.

Results
E_tot ... -22270.15743 eV
LUMO (alpha / beta) ... 0.669 / -0.023 eV
Multiplicity ... 3
HOMO-LUMO gap (alpha / beta) ... 7.57 / 9.66 eV
Energy relative to the best compared isomer or geometry (same formula, charge and spin) ... 0.0 kJ/mol
E_HOMO (alpha / beta) ... -6.90 / -9.69 eV


The following is a quantum chemistry calculation of a structure of composition C16H27BF2MnN9OS at a distorted geometry, from OMol25.

Geometry as XYZ:
```
58
Properties=species:S:1:pos:R:3:forces:R:3:lowdin_charge:R:1
Mn -0.6452 -0.1271 0.4030 0.68 -0.32 0.93 0.56
N 0.9772 2.5445 -0.8403 0.30 -0.94 0.41 0.18
C 1.4726 2.7016 -2.2395 0.24 -0.12 -0.61 -0.27
C 2.8633 2.0575 -2.3284 -0.12 -0.22 0.33 -0.09
C 2.8003 0.5324 -2.0984 -0.02 0.09 -0.18 -0.33
N 2.3927 0.2575 -0.7053 -0.15 0.35 -0.08 0.05
C 1.8241 -0.1013 -3.0950 -0.20 -0.03 0.32 -0.10
C 0.4174 0.5152 -3.1401 0.37 0.07 -0.12 -0.33
N -0.4394 0.0571 -2.0144 0.06 0.03 0.29 0.05
C 0.5170 2.0467 -3.2403 -0.19 -0.19 0.43 -0.09
H 1.3392 3.2658 -0.2212 0.00 0.03 0.06 0.16
H 1.3915 1.5518 -0.5157 -0.36 0.59 -0.10 0.10
H -0.0429 2.5193 -0.7638 0.00 0.01 0.02 0.10
H 1.5342 3.7684 -2.4577 -0.02 -0.03 0.01 0.15
H 3.5342 2.5205 -1.5989 0.06 0.00 -0.05 0.13
H 3.2808 2.2435 -3.3177 -0.02 0.09 0.00 0.13
H 3.7879 0.1066 -2.2976 0.00 0.07 -0.03 0.15
H 3.1527 0.4389 -0.0565 0.01 -0.06 -0.01 0.12
H 2.0945 -0.7040 -0.5573 -0.04 0.04 0.09 0.06
H 1.7423 -1.1729 -2.8908 0.04 -0.02 -0.09 0.13
H 2.2592 0.0101 -4.0893 0.01 -0.09 -0.03 0.13
H -0.0459 0.1693 -4.0697 0.03 0.06 0.01 0.15
H -0.5309 -0.9546 -2.0921 -0.07 -0.01 -0.06 0.10
H -1.3707 0.4311 -2.1790 0.01 -0.08 -0.03 0.06
H -0.4748 2.5007 -3.1538 -0.02 0.00 -0.08 0.13
H 0.8943 2.2770 -4.2374 -0.05 0.09 0.00 0.14
N 0.5066 0.8455 1.8345 -0.75 0.44 -0.61 0.11
C 0.7925 1.5089 2.7498 0.03 -0.38 0.11 -0.17
C 1.1262 2.2716 3.8459 0.15 -0.28 -0.15 -0.28
C 2.1191 1.8093 4.7407 0.09 -0.10 0.02 -0.24
N 2.9416 1.3854 5.4267 0.02 -0.03 0.04 0.14
C 0.4737 3.5077 3.9742 -0.10 0.30 -0.10 -0.25
N -0.0850 4.5157 3.9695 -0.26 0.16 -0.06 0.13
C 1.0023 -2.2797 3.4374 -0.14 -0.15 -0.18 -0.22
S 0.8438 -3.0109 1.7924 0.64 -0.08 0.58 0.92
C 2.5316 -3.6559 1.6803 -0.37 0.04 -0.04 -0.23
O 0.8534 -1.8484 0.8212 -0.27 0.91 -0.69 -0.63
H 1.0950 -3.0953 4.1540 -0.02 -0.01 0.01 0.07
H 0.0914 -1.7186 3.6376 -0.03 -0.03 -0.04 0.06
H 1.8696 -1.6243 3.4895 0.03 0.01 -0.11 0.06
H 2.6368 -4.4807 2.3834 -0.03 -0.01 0.01 0.07
H 3.2463 -2.8672 1.9051 -0.05 0.07 0.00 0.06
H 2.6667 -4.0218 0.6650 -0.02 -0.02 0.00 0.06
F -1.7669 -2.1034 -0.1831 -0.48 0.26 -0.40 0.02
B -1.9651 -1.5927 1.1153 0.96 -0.37 -0.62 -0.56
F -2.1744 -2.6257 1.9223 -0.40 0.57 0.41 0.14
N -3.4756 4.5553 1.8729 0.41 0.23 0.42 0.17
C -3.3899 3.4997 1.0571 0.13 -0.43 -0.66 -0.35
C -2.1588 2.8200 0.8352 -0.13 -0.02 0.01 -0.06
N -2.0736 1.7684 0.0300 -0.20 -0.37 0.42 -0.01
C -3.2047 1.3996 -0.6026 0.28 -0.10 -0.19 -0.15
C -4.3829 2.0946 -0.4223 -0.01 -0.09 -0.20 -0.10
N -4.4911 3.1241 0.3951 0.13 0.29 0.34 0.14
H -2.7071 4.7944 2.4896 -0.30 0.00 -0.10 0.10
H -4.3856 4.9556 2.0245 0.04 0.04 0.08 0.12
H -1.2641 3.1614 1.3362 0.12 -0.10 0.19 0.10
H -3.1607 0.5417 -1.2598 -0.07 -0.06 0.09 0.10
H -5.2744 1.8169 -0.9718 0.00 -0.08 0.04 0.12
```
Positions in Å, forces in eV/Å.

Results
E_tot ... -80749.29084 eV
LUMO (alpha / beta) ... -2.871 / -2.796 eV
Charge ... +1
Multiplicity ... 2
HOMO-LUMO gap (alpha / beta) ... 7.60 / 7.63 eV
Energy relative to the best compared isomer or geometry (same formula, charge and spin) ... 272.6 kJ/mol
E_HOMO (alpha / beta) ... -10.47 / -10.42 eV


Q: What is the formula in the fourth record?
A: C16H27BF2MnN9OS